113
Properties=species:S:1:pos:R:3:forces:R:3 method="wB97M-V/def2-TZVPD" orbital_gap_ev="5.2 / 5.5" max_force_ev_per_a=1.465 multiplicity=6 s2=8.759 lumo_energy_ev="3.29 / 3.29" charge=-2 homo_ev="-1.88 / -2.20"
Mn 1.012109 1.600129 0.842813 0.0 0.0 -0.1
I -1.070083 6.138296 6.467140 0.0 0.0 0.0
C -0.865603 4.659557 4.977647 0.0 0.0 0.0
C -0.766782 3.316843 5.358884 0.0 0.1 0.0
C -0.616175 2.376278 4.358516 -0.1 -0.1 0.2
I -1.654814 -0.325349 6.802192 -0.2 0.0 0.3
C -0.594928 2.809518 3.043453 0.0 0.1 0.0
O -0.444184 1.747241 2.235265 -0.2 -0.1 0.2
C -0.690901 4.131802 2.633330 0.0 0.0 -0.1
C -0.639308 4.488527 1.172393 0.0 0.0 0.1
N 0.597984 3.987946 0.546745 0.0 -0.1 -0.1
C 0.650712 4.208737 -0.890804 0.0 0.0 0.0
C 1.747825 3.401512 -1.537166 -0.1 0.0 0.0
C 2.609044 3.949637 -2.477397 0.0 0.0 -0.1
C 3.554138 3.140179 -3.086077 0.0 0.0 0.0
C 3.616361 1.802619 -2.732292 0.0 0.0 0.0
C 2.737566 1.339470 -1.769484 0.0 -0.1 0.0
N 1.827910 2.114229 -1.184891 0.2 0.1 0.1
C -0.825548 5.073836 3.653769 0.0 0.0 0.0
H -0.803629 3.025000 6.401357 0.0 0.0 0.0
H -0.730972 5.578274 1.054499 0.0 0.0 0.0
H -1.468552 4.018876 0.634122 0.0 0.0 0.0
H 1.407447 4.383850 1.016661 0.0 0.0 0.0
H 0.752062 5.265713 -1.175459 0.0 0.0 0.0
H -0.299361 3.834305 -1.291099 0.0 0.0 0.0
H 2.526887 4.999153 -2.728779 0.0 0.0 0.0
H 4.234674 3.549282 -3.822056 0.0 0.0 0.0
H 4.335484 1.130719 -3.179520 0.0 0.0 0.0
H 2.754497 0.304574 -1.444480 0.0 0.0 0.0
H -0.895861 6.127301 3.408995 0.0 0.0 0.0
C 4.641688 1.649107 2.084817 0.0 0.0 0.0
Si 2.825240 1.997610 2.614127 0.0 0.0 0.1
C 2.979215 3.795051 3.263696 0.0 0.0 0.0
C 2.554292 0.932146 4.202026 0.0 0.0 0.0
C 3.735420 0.715597 4.927446 0.0 0.0 0.0
C 3.847095 -0.225311 5.940162 0.0 0.0 0.0
C 2.747059 -1.012976 6.227950 0.0 0.0 0.0
C 1.548644 -0.779343 5.569196 0.0 0.0 0.0
C 1.389101 0.216384 4.597409 -0.2 0.0 0.3
Si -0.401497 0.483363 3.802771 0.5 0.3 -1.4
C -0.577226 -2.229537 2.342970 0.0 0.0 -0.1
C -2.230614 0.050766 3.485564 0.0 -0.2 0.5
H 5.402359 1.950802 2.811800 0.0 0.0 0.0
H 4.835899 2.201612 1.158265 0.0 0.0 0.0
H 4.784308 0.586451 1.867088 0.0 0.0 0.0
H 3.710111 3.841559 4.078579 0.0 0.0 0.0
H 2.026700 4.165430 3.652938 0.0 0.0 0.0
H 3.322831 4.480991 2.478516 0.0 0.0 0.0
H 4.616781 1.295442 4.675369 0.0 0.0 0.0
H 4.784005 -0.351204 6.473502 0.0 0.0 0.0
H 2.800549 -1.791504 6.981574 0.0 0.0 0.0
H 0.696527 -1.381681 5.851235 0.0 0.0 0.0
H -0.573372 -2.726164 3.314548 0.0 0.0 0.0
H 0.893348 -3.377244 1.540111 0.0 0.0 0.0
H -1.614562 -2.019966 2.078371 0.0 0.0 0.0
H -2.515886 -0.943426 3.825605 0.0 0.0 0.0
H -2.375417 0.132615 2.404181 0.0 0.0 0.0
H -2.871135 0.762930 4.005479 0.0 0.0 0.0
C 1.689447 -4.894653 -3.396222 0.0 0.0 0.0
C 0.821907 -4.735509 -2.137720 0.1 -0.1 0.0
C 1.781311 -4.512480 -0.960057 0.0 0.0 0.0
C 0.079041 -6.055385 -1.901348 0.0 0.0 0.0
C -0.170889 -3.538094 -2.298291 0.1 0.0 -0.1
O 0.562059 -2.372969 -2.690554 0.0 0.0 0.1
C -1.246888 -3.835149 -3.365882 -0.1 0.1 0.0
C -2.113470 -2.622469 -3.787409 0.0 -0.1 -0.1
C -3.452611 -2.486972 -3.102595 0.0 0.0 0.1
C -3.748241 -1.375768 -2.315800 0.0 -0.1 -0.2
C -4.981012 -1.248205 -1.693287 -0.1 0.0 0.0
C -5.930091 -2.239809 -1.868166 0.0 0.0 0.0
Cl -7.490210 -2.092817 -1.099642 0.0 0.0 0.0
C -5.667190 -3.352513 -2.648092 0.0 0.0 0.0
C -4.428829 -3.465696 -3.260565 0.0 -0.1 0.0
C -0.898073 -3.160543 -0.996673 -0.1 -0.1 0.1
N -0.089897 -2.573547 0.056394 0.0 0.2 -0.1
C 0.116774 -1.219326 0.003519 0.0 0.0 0.1
N 0.384328 -0.456409 0.991629 0.0 0.1 -0.2
C 0.245322 -0.955806 2.372147 0.0 -0.2 0.0
N -0.085968 -3.203271 1.325727 0.0 0.1 0.0
H 2.331081 -5.769932 -3.274320 0.0 0.0 0.0
H 2.347948 -4.035473 -3.536496 0.0 0.0 0.0
H 1.107195 -5.046115 -4.307656 0.0 0.0 0.0
H 2.610678 -5.221587 -1.032853 0.0 0.0 0.0
H 1.281500 -4.685751 -0.007033 0.0 0.0 -0.1
H 2.185902 -3.500882 -0.961975 0.0 0.0 0.0
H 0.804184 -6.840661 -1.674815 0.0 0.0 0.0
H -0.489348 -6.374152 -2.776747 0.0 0.0 0.0
H -0.601088 -5.984143 -1.051213 0.0 0.0 0.0
H 0.879947 -2.489744 -3.591066 0.0 0.0 0.0
H -1.889704 -4.647567 -3.020963 0.0 0.0 0.0
H -0.743323 -4.212325 -4.260689 0.0 0.0 0.0
H -2.309670 -2.721509 -4.859264 0.0 0.0 0.0
H -1.544877 -1.700685 -3.657936 0.0 0.0 0.0
H -3.005744 -0.596357 -2.166465 0.0 0.0 0.0
H -5.190706 -0.386374 -1.074545 0.0 0.0 0.0
H -6.424387 -4.114922 -2.772341 0.0 0.0 0.0
H -4.221934 -4.335386 -3.876044 0.0 0.0 0.0
H -1.379397 -4.048835 -0.585958 0.0 0.1 0.0
H -1.689009 -2.459891 -1.259218 -0.1 0.0 0.0
H 0.041883 -0.795832 -0.993623 0.0 0.0 0.0
H 1.256372 -1.205134 2.713085 0.0 0.0 0.0
F -2.101403 2.906279 -7.098528 0.0 0.0 0.0
C -2.039773 2.588260 -5.792119 0.0 0.0 0.0
C -0.930476 1.950659 -5.273056 0.0 0.0 0.0
F 0.093386 1.637833 -6.090362 0.0 0.0 0.0
C -0.879142 1.632625 -3.927897 -0.1 0.0 0.0
F 0.225856 0.990904 -3.514969 0.0 0.0 0.0
C -1.907308 1.924578 -3.027568 0.0 0.0 -0.1
Se -1.833646 1.486205 -1.186669 0.1 0.2 0.0
C -3.011972 2.562330 -3.601905 0.0 0.0 0.0
F -4.068970 2.891858 -2.847696 0.0 0.0 0.0
C -3.086869 2.891155 -4.943192 0.0 0.0 0.0
F -4.173470 3.510404 -5.438582 0.0 0.0 0.0



109
Properties=species:S:1:pos:R:3:forces:R:3 method="wB97M-V/def2-TZVPD" orbital_gap_ev=6.8 max_force_ev_per_a=1.688 lumo_energy_ev=-2.71 charge=+1 homo_ev=-9.47
Y 0.000484 -0.146988 0.208437 0.3 1.3 0.8
C 3.708146 -1.881389 -3.919308 0.2 0.1 0.0
C 4.748643 -1.052146 -3.332322 0.0 -0.2 -0.2
C 4.538273 -0.357032 -2.209408 0.0 0.1 0.2
C 3.143030 -0.295266 -1.675241 -0.3 0.0 0.4
N 2.447725 -1.539004 -1.934347 0.1 0.0 -0.2
C 2.674689 -2.205587 -3.118339 0.0 0.1 0.2
C 3.037736 0.984593 0.481131 0.0 -0.5 0.0
C 4.149762 1.832984 0.450547 0.1 0.1 0.0
C 4.040379 3.053881 1.066500 0.1 0.1 0.0
C 2.860823 3.395935 1.735183 0.2 0.2 0.0
C 1.833085 2.488853 1.747889 -0.3 -0.2 0.0
N 1.906375 1.306773 1.105080 0.1 0.2 -0.2
C 0.560738 2.711272 2.487069 0.0 -0.2 -0.2
C 0.517418 3.537199 3.599706 0.1 0.1 0.1
C -0.659680 3.639481 4.318446 0.0 0.1 0.1
C -1.757060 2.906447 3.902809 -0.1 0.0 0.0
C -1.628753 2.110810 2.776807 0.1 0.1 -0.1
N -0.499414 2.008787 2.065998 -0.1 0.0 0.1
H 3.848112 -2.367031 -4.876420 0.0 0.1 0.1
H 5.748800 -1.098535 -3.756198 -0.1 0.0 0.0
H 5.349000 0.100984 -1.653472 -0.1 0.0 -0.1
H 1.990714 -3.023509 -3.319984 0.0 0.1 0.0
H 5.063906 1.519711 -0.038365 -0.1 0.0 0.1
H 4.876465 3.745921 1.052035 -0.1 -0.1 0.0
H 2.761143 4.355658 2.225483 0.0 -0.1 0.0
H 1.405307 4.067341 3.918001 -0.1 0.0 0.0
H -0.712388 4.268688 5.199240 0.0 0.0 -0.1
H -2.697356 2.938031 4.439097 0.1 0.0 0.0
H -2.473078 1.529882 2.429376 0.1 0.0 0.0
O 0.636636 3.309616 -1.586302 -0.1 -0.1 0.0
C 1.890252 3.392695 -2.054068 0.2 -0.1 0.0
C 2.391912 4.679827 -2.219356 0.1 0.1 0.0
C 3.653850 4.868865 -2.737401 0.1 0.0 0.0
C 4.441823 3.776721 -3.116299 0.1 0.1 0.0
C 3.967091 2.502235 -2.925677 0.0 0.0 0.1
C 2.699113 2.260859 -2.355450 -0.1 0.1 -0.2
C 2.222428 0.918550 -2.020414 0.6 0.0 -0.1
O 1.020151 0.759715 -1.738906 -0.4 0.2 0.0
N 3.072960 -0.270207 -0.129788 0.3 -0.2 -0.2
N 2.016552 -1.152872 0.256916 0.3 -0.1 -0.2
C 2.261396 -2.257508 -0.619737 0.1 0.3 0.1
C 1.234159 -3.350140 -0.712306 0.1 0.0 0.0
C 1.686075 -4.668641 -0.739896 0.0 0.0 0.0
C 0.828940 -5.727956 -1.000277 -0.1 0.1 0.0
C -0.505391 -5.447795 -1.280120 0.0 0.0 0.0
C -0.974912 -4.142809 -1.242407 -0.1 -0.1 0.0
C -0.131783 -3.075594 -0.913546 0.1 0.2 -0.1
O -0.607672 -1.834546 -0.815319 0.1 -1.6 -0.4
H 0.398402 2.368908 -1.643520 -0.2 -0.2 0.1
H 1.753337 5.514793 -1.950635 0.1 -0.1 0.0
H 4.027272 5.878143 -2.874260 0.0 -0.1 0.0
H 5.418633 3.930959 -3.563929 -0.2 0.0 0.1
H 4.573443 1.664888 -3.229955 0.0 0.0 0.0
H 3.223135 -2.723568 -0.380841 0.2 -0.1 0.0
H 2.744544 -4.860122 -0.576475 -0.1 0.0 0.0
H 1.199578 -6.744675 -1.020131 0.0 0.0 0.0
H -1.186981 -6.254873 -1.531345 0.1 0.1 0.0
H -2.011829 -3.917223 -1.472733 0.1 0.0 0.0
C 1.238527 -3.170798 2.990456 -0.1 0.0 0.1
N 0.261267 -2.095904 3.203589 0.3 0.2 -0.2
C 0.846850 -0.837901 3.665438 -0.1 -0.2 0.1
C -0.919659 -2.092107 2.524827 -0.3 0.2 0.1
N -1.312339 -0.965494 1.933745 -0.8 -0.2 0.2
C -2.704942 -0.747949 1.672284 0.2 -0.1 0.2
C -3.655654 -1.099777 2.636109 0.1 0.0 0.0
C -5.015059 -1.024443 2.398424 -0.1 0.0 0.0
C -5.451392 -0.601314 1.151574 0.0 0.0 0.0
C -4.525587 -0.165970 0.218913 0.0 0.2 -0.1
C -3.148379 -0.124560 0.480012 0.0 -0.1 -0.1
N -2.210529 0.408098 -0.448344 -0.6 -0.1 0.3
C -2.591365 1.229949 -1.413931 0.0 0.1 0.1
N -1.981662 1.153734 -2.617798 0.2 0.0 -0.2
C -1.808040 2.311552 -3.488077 0.0 -0.1 0.0
C -1.499155 -0.119738 -3.154781 -0.2 0.1 -0.1
N -3.507862 2.222469 -1.263522 -0.1 0.0 0.1
C -4.461388 2.553641 -2.314830 0.0 0.0 0.1
C -3.781324 2.800735 0.039969 0.0 0.1 -0.1
N -1.617735 -3.249978 2.543606 0.0 -0.3 -0.1
C -1.475980 -4.220348 3.627447 -0.1 0.1 -0.1
C -2.585201 -3.636174 1.517087 0.1 0.0 0.2
H 2.085459 -2.768865 2.429079 0.0 0.0 0.0
H 0.800724 -3.972788 2.400642 0.0 0.1 0.0
H 1.591790 -3.572866 3.944231 -0.1 0.0 0.0
H 1.481118 -1.059941 4.524575 0.0 0.0 0.0
H 0.064397 -0.145912 3.974057 0.0 -0.1 0.0
H 1.468260 -0.367043 2.902536 0.0 0.0 -0.1
H -3.296839 -1.473667 3.589589 0.0 0.0 0.0
H -5.721461 -1.318590 3.166384 0.1 0.0 -0.1
H -6.507027 -0.597363 0.905246 0.1 0.0 0.0
H -4.880262 0.170713 -0.750625 0.0 0.0 0.1
H -1.950854 3.232579 -2.929174 0.0 0.0 0.0
H -2.494026 2.295185 -4.338517 0.0 0.0 0.0
H -0.789058 2.296069 -3.877546 0.0 0.0 0.0
H -1.641942 -0.908473 -2.424160 0.0 0.0 0.0
H -0.435141 -0.057531 -3.386497 -0.1 0.0 0.0
H -2.046654 -0.352190 -4.073342 0.0 0.0 0.0
H -4.378919 1.847017 -3.137405 0.0 0.0 0.0
H -4.314650 3.565564 -2.700752 0.0 0.0 0.0
H -5.472844 2.486026 -1.906486 0.0 0.0 0.0
H -2.905789 2.698980 0.672399 0.0 0.0 0.0
H -4.635656 2.329324 0.532189 0.0 0.0 0.0
H -3.992705 3.863406 -0.089025 0.0 0.0 0.0
H -0.993401 -3.763228 4.487093 0.0 0.0 0.0
H -0.902081 -5.098161 3.321917 0.0 0.0 0.0
H -2.473398 -4.555040 3.919078 0.0 0.0 0.0
H -2.532792 -2.966569 0.666411 0.1 0.0 0.0
H -3.602123 -3.626147 1.919592 0.1 0.0 0.0
H -2.343653 -4.643206 1.175059 0.0 0.0 0.0



Calculated total energy values (in eV) by entry order: -213742.322, -71035.851.
ΔE to the lowest compared entry with this formula, charge and spin values (in kcal/mol) by entry order: 0.0, 89.2.
M values (in g/mol) by entry order: 1266.24, 880.87.